The following is a DFT calculation (ωB97M-V/def2-TZVPD) of a cluster of 7 separate species, C84H186F3NO5P5 in total at a distorted geometry.

Summary:
net charge = +3
E_tot = -5748.312599 Eh
energy above the lowest of the compared OMol25 structures with the same formula, charge and spin = 139.8 kJ/mol
orbital gap = 5.7 eV
highest occupied orbital energy = -10.2 eV

Structure (XYZ):
```
284
Properties=species:S:1:pos:R:3:forces:R:3:mulliken_charge:R:1
C -0.641 5.441 1.546 -0.760 -0.779 0.033 -1.203
C 0.143 4.870 0.343 -0.268 0.411 -0.047 -0.094
C -0.693 3.866 -0.525 0.593 0.225 1.756 0.793
C -1.713 4.623 -1.264 -1.775 0.640 -1.647 -1.689
P -3.025 3.694 -2.176 -0.793 1.370 -0.996 0.480
C -4.157 2.957 -0.993 -0.768 -0.828 -0.222 -0.453
C -4.721 4.013 0.027 1.727 -1.550 0.818 -0.599
C -5.678 3.408 1.118 -0.425 0.781 -1.380 -0.336
C -5.984 4.320 2.357 0.189 -0.287 -0.703 -1.389
C -2.144 2.739 -3.440 -0.841 -0.937 -0.653 -1.469
C -1.764 1.282 -3.042 0.832 2.674 1.433 1.661
C -1.121 0.537 -4.106 -0.604 -1.878 -3.578 -1.372
C -1.143 -0.939 -3.785 1.114 -0.891 0.560 0.318
C -4.069 4.937 -3.113 -0.223 -1.412 0.819 -1.270
C -3.395 6.240 -3.366 -0.719 1.557 -1.716 -0.395
C -4.274 7.182 -4.351 -0.753 -1.090 1.203 -0.820
C -5.749 7.529 -3.814 1.933 0.492 0.129 -1.102
H -1.647 5.839 1.412 0.001 0.306 -1.103 0.403
H -0.143 6.253 2.076 0.397 -0.414 0.187 0.413
H -0.935 4.593 2.164 0.655 -0.045 0.739 0.106
H 1.065 4.433 0.727 -0.094 -0.455 0.095 -0.433
H 0.516 5.726 -0.218 -0.193 -0.039 -0.605 0.543
H -1.163 3.159 0.159 0.182 -0.373 0.017 -0.432
H -0.141 3.326 -1.294 0.495 -0.181 0.466 0.289
H -1.128 5.187 -1.991 -0.512 0.306 -0.414 0.653
H -2.356 5.337 -0.750 0.480 0.176 0.632 0.503
H -3.635 2.063 -0.651 0.205 0.166 1.120 0.117
H -4.969 2.473 -1.536 -0.163 0.304 -0.777 0.487
H -5.093 4.861 -0.549 -0.231 0.023 0.415 0.426
H -3.793 4.258 0.544 -0.093 0.921 0.357 0.215
H -5.306 2.414 1.365 0.301 0.135 0.443 0.162
H -6.565 3.187 0.526 -0.520 -0.002 0.425 0.467
H -5.107 4.914 2.613 0.188 -0.229 0.248 0.310
H -6.334 3.751 3.219 0.361 -0.235 0.007 0.364
H -6.776 5.058 2.234 -0.054 -0.090 -0.657 0.377
H -1.448 3.477 -3.838 1.178 -0.272 0.617 0.901
H -2.677 2.571 -4.376 -1.337 0.236 0.395 0.930
H -2.653 0.807 -2.628 0.005 -0.080 -0.254 -0.341
H -0.992 1.320 -2.273 -0.362 -0.115 0.610 -0.775
H -0.188 0.924 -4.516 0.776 -0.025 1.128 0.507
H -1.594 0.509 -5.087 -1.330 0.804 -0.022 0.487
H -0.955 -1.623 -4.612 0.556 0.285 -0.422 -0.194
H -2.106 -1.326 -3.454 -0.194 0.579 0.421 -0.210
H -0.383 -1.093 -3.019 -0.123 -0.603 0.323 -0.061
H -5.086 5.040 -2.734 0.177 -0.204 0.556 0.620
H -4.221 4.297 -3.982 -0.085 0.381 -0.633 0.653
H -2.456 5.911 -3.810 0.355 0.923 -0.393 0.357
H -3.181 6.860 -2.496 0.005 -0.390 0.338 0.249
H -4.359 6.655 -5.301 -0.081 0.030 -0.061 0.363
H -3.797 8.141 -4.551 0.292 -0.164 0.163 0.402
H -5.690 8.140 -2.913 0.384 -0.152 0.400 0.306
H -6.393 6.691 -3.549 -0.019 0.016 -0.660 0.313
H -6.156 8.274 -4.497 -0.499 -0.655 -0.382 0.385
C -3.272 -3.259 -10.359 -0.518 -0.244 2.069 -1.415
C -2.116 -2.776 -9.509 0.489 0.863 0.289 0.011
C -0.782 -2.998 -10.240 -0.389 1.302 0.572 -0.647
C -0.158 -4.333 -9.924 0.974 -0.265 0.613 -1.117
P 1.089 -4.443 -8.491 -1.556 -1.253 0.910 1.266
C 0.318 -5.360 -7.086 -0.706 0.045 -0.166 -1.185
C -0.592 -4.645 -6.087 -0.393 1.166 0.595 0.717
C -1.433 -5.537 -5.161 1.397 0.553 -0.674 -1.128
C -2.258 -4.616 -4.250 -0.326 -1.540 -0.408 -0.287
C 2.413 -5.642 -8.995 0.167 0.449 -0.769 -1.112
C 1.944 -6.824 -9.896 -1.392 -0.664 1.051 -1.104
C 2.654 -8.207 -9.589 -1.097 3.073 -2.524 -0.426
C 2.056 -9.223 -10.567 1.519 -1.113 0.837 -1.384
C 1.564 -2.869 -7.693 1.211 0.485 -0.854 -1.261
C 2.738 -2.879 -6.664 0.023 0.350 -0.507 0.119
C 3.350 -1.452 -6.575 -0.514 -0.324 0.648 -0.944
C 2.392 -0.473 -5.905 0.930 -0.094 -1.002 -1.012
H -3.224 -4.347 -10.305 0.223 -0.229 -1.268 0.332
H -3.330 -2.740 -11.316 -0.034 -0.568 -0.013 0.390
H -4.186 -3.147 -9.776 -0.317 0.642 -0.297 0.386
H -2.109 -3.147 -8.484 -0.019 -1.120 -0.049 -0.327
H -2.165 -1.736 -9.186 -0.366 0.524 -0.896 0.512
H -0.201 -2.118 -9.965 0.732 -0.273 -0.170 0.254
H -0.981 -2.890 -11.306 0.196 -0.223 -0.054 0.473
H 0.384 -4.800 -10.747 0.053 0.217 -0.149 0.660
H -0.986 -5.005 -9.701 0.220 -0.339 0.328 0.518
H 1.143 -5.865 -6.583 0.038 0.023 0.177 0.607
H -0.311 -6.146 -7.505 0.213 -0.254 -0.363 0.586
H -1.312 -3.919 -6.463 -0.027 -0.167 -1.147 -0.519
H -0.079 -3.969 -5.403 0.834 -0.111 0.029 -0.133
H -0.673 -6.106 -4.625 -0.332 -0.324 0.558 0.398
H -1.973 -6.258 -5.776 -0.515 0.113 0.224 0.490
H -1.607 -4.051 -3.583 -0.179 0.031 0.049 -0.027
H -2.923 -5.293 -3.713 -0.031 0.349 0.567 0.532
H -2.912 -3.963 -4.828 0.248 0.135 0.011 -0.161
H 2.932 -6.021 -8.114 -0.250 0.116 0.258 0.623
H 3.168 -5.086 -9.549 0.115 0.150 -0.032 0.574
H 1.977 -6.569 -10.955 0.374 -0.015 0.061 0.531
H 0.909 -7.116 -9.721 -0.507 0.680 0.138 0.435
H 2.423 -8.431 -8.548 0.833 -0.224 -0.069 0.363
H 3.618 -7.836 -9.936 0.978 -1.430 1.001 0.330
H 1.013 -9.436 -10.334 0.083 -0.074 -0.284 0.349
H 2.685 -10.098 -10.404 -0.559 -0.699 0.401 0.413
H 2.279 -9.142 -11.631 -0.490 1.096 -0.026 0.335
H 0.712 -2.363 -7.240 -0.406 -0.542 -0.035 0.377
H 1.849 -2.184 -8.492 0.097 0.016 -0.321 0.786
H 3.579 -3.516 -6.938 -0.312 -0.477 -0.167 0.419
H 2.289 -3.233 -5.736 0.390 0.089 0.270 -0.330
H 3.579 -1.132 -7.592 0.187 0.058 0.003 0.494
H 4.264 -1.411 -5.983 0.242 -0.558 -0.217 0.293
H 1.579 -0.372 -6.623 -0.684 0.258 0.838 0.312
H 2.902 0.488 -5.835 -0.242 0.120 0.137 0.525
H 2.194 -0.852 -4.903 -0.721 0.233 -0.111 0.168
C 4.110 4.009 9.919 0.262 1.012 -1.177 -1.232
C 3.896 5.523 9.525 -0.781 -1.274 -0.624 -0.697
C 3.528 5.787 7.977 1.309 -1.706 2.531 -0.951
C 4.821 5.664 7.095 -1.930 1.430 -0.901 -1.023
P 4.392 6.372 5.353 0.758 -1.511 2.840 0.207
C 4.439 8.186 5.575 0.007 -0.568 -0.762 -0.799
C 5.529 8.673 6.519 0.466 1.273 -0.134 -0.693
C 5.098 8.864 7.933 0.404 -0.341 3.086 0.208
C 6.323 8.963 8.911 0.112 -1.075 -0.995 -1.543
C 5.722 5.613 4.412 1.396 -0.029 0.475 -0.849
C 7.239 5.615 5.029 -2.486 1.841 0.125 -0.252
C 8.198 5.078 4.069 0.174 -0.794 -1.911 -0.528
C 9.624 5.083 4.495 1.897 -0.665 0.480 -1.458
C 2.797 5.558 4.798 0.576 -0.732 0.810 -0.800
C 2.849 3.985 5.123 -0.273 0.036 -1.131 -0.852
C 2.156 3.133 3.998 -1.120 0.672 0.780 -0.410
C 2.192 1.567 4.125 1.685 1.488 -0.268 -0.876
H 4.421 3.966 10.962 0.337 -0.357 -0.290 0.380
H 4.773 3.555 9.182 0.999 0.059 0.531 0.273
H 3.278 3.322 9.762 -0.821 0.687 0.354 0.328
H 4.737 6.173 9.764 0.372 -0.371 0.083 0.312
H 3.105 5.865 10.192 -0.319 0.297 -0.368 0.485
H 3.079 6.773 8.099 -0.046 -0.039 -1.190 0.367
H 2.823 5.001 7.708 -0.302 0.423 -0.161 0.170
H 5.249 4.689 6.863 -0.642 -0.333 0.457 0.877
H 5.621 6.212 7.593 0.057 0.367 -0.447 0.809
H 3.471 8.482 5.980 -0.143 0.024 -0.182 0.496
H 4.564 8.622 4.584 -0.200 0.105 -0.069 0.528
H 5.831 9.670 6.198 -0.093 0.117 -0.420 0.501
H 6.494 8.165 6.510 -0.278 -0.667 -0.248 0.232
H 4.394 8.121 8.308 0.358 -0.482 -0.192 -0.305
H 4.535 9.750 8.228 -0.048 0.555 -1.150 0.465
H 6.922 8.066 9.070 -0.828 -1.073 0.169 0.347
H 6.014 9.304 9.899 0.453 0.551 -0.300 0.392
H 7.154 9.429 8.382 -0.338 1.555 0.418 0.413
H 5.622 6.042 3.415 0.640 -0.248 -0.282 0.681
H 5.472 4.552 4.395 -0.346 0.007 -0.394 0.247
H 7.290 5.096 5.986 -0.272 0.025 0.008 0.263
H 7.499 6.663 5.180 0.046 0.057 0.380 0.148
H 8.074 5.586 3.113 0.108 0.364 -0.049 0.392
H 7.938 4.052 3.808 -0.066 -0.307 0.095 0.355
H 9.844 4.251 5.165 -0.210 -0.139 0.190 0.349
H 10.077 5.932 5.006 -0.711 0.514 -0.060 0.366
H 10.308 4.904 3.665 -0.218 -0.005 -0.274 0.384
H 2.593 5.756 3.746 0.311 -0.024 -0.128 0.701
H 1.973 6.016 5.345 0.066 0.086 0.113 0.600
H 2.265 3.792 6.023 0.459 0.116 0.209 0.379
H 3.879 3.649 5.239 -0.039 -0.015 0.292 0.588
H 2.438 3.563 3.037 0.340 -0.601 -0.265 0.089
H 1.131 3.482 4.128 -0.435 -0.258 -0.426 0.252
H 2.046 1.028 3.189 -0.896 0.320 -0.016 -0.447
H 1.611 1.165 4.954 -0.062 0.126 -0.179 0.534
H 3.249 1.354 4.289 0.132 -0.199 0.530 0.574
C 4.168 -1.298 5.135 0.356 -0.760 -1.188 -0.593
C 3.483 -2.626 4.809 0.438 -0.401 1.193 -0.956
C 2.912 -2.740 3.422 0.473 -0.793 0.074 0.392
C 4.069 -3.161 2.363 -0.167 0.106 2.532 -1.163
P 3.674 -2.438 0.858 -2.508 1.084 -2.373 0.536
C 1.875 -2.923 0.605 1.077 0.452 -0.588 -0.170
C 1.662 -4.400 0.174 1.819 0.967 0.334 -1.018
C 0.289 -4.670 -0.350 -1.645 -0.442 -0.314 0.311
C -0.412 -5.866 0.284 -0.377 -0.230 -0.263 -1.609
C 4.612 -2.851 -0.725 -0.047 0.328 1.019 -1.355
C 3.947 -2.407 -2.020 -0.808 -0.507 -0.914 0.166
C 4.057 -3.533 -3.096 0.259 0.633 0.904 0.254
C 5.395 -3.681 -3.765 0.529 0.076 0.159 -1.407
C 3.695 -0.656 1.254 -0.369 0.628 -1.170 0.091
C 3.867 0.347 0.061 0.465 -1.083 1.463 -0.411
C 4.086 1.725 0.667 -1.520 0.704 0.076 0.361
C 3.602 2.801 -0.331 1.347 -0.131 0.673 -1.402
H 3.619 -0.567 4.542 -0.162 0.464 0.875 -0.336
H 5.161 -1.256 4.687 0.325 -0.111 0.178 0.315
H 4.267 -1.141 6.209 -0.239 0.373 -0.228 0.509
H 2.699 -2.775 5.552 -0.356 0.181 -0.204 0.172
H 4.094 -3.510 4.987 0.503 0.098 0.070 0.415
H 2.391 -1.806 3.210 0.135 -0.063 -0.487 -0.082
H 2.145 -3.505 3.544 0.011 -0.209 -0.823 0.436
H 4.254 -4.235 2.336 -0.050 0.089 0.149 0.451
H 4.944 -2.611 2.709 0.418 -0.460 0.134 0.494
H 1.530 -2.146 -0.077 -0.316 -0.241 -0.589 -0.169
H 1.311 -2.658 1.499 0.234 -0.150 0.150 0.879
H 1.980 -5.011 1.019 -0.810 -0.218 0.505 0.365
H 2.470 -4.708 -0.489 -0.185 0.228 -0.806 0.389
H 0.174 -4.805 -1.425 0.907 -0.136 -0.272 0.125
H -0.358 -3.798 -0.248 0.066 0.267 0.584 -0.162
H 0.092 -6.815 0.100 0.434 0.092 0.259 0.378
H -1.376 -6.033 -0.197 -0.228 0.266 0.095 0.426
H -0.587 -5.729 1.352 0.123 -0.101 0.064 0.353
H 4.673 -3.939 -0.728 0.182 -0.077 0.159 0.795
H 5.622 -2.443 -0.725 0.098 -0.166 0.564 0.695
H 4.347 -1.484 -2.440 0.442 0.020 0.229 0.733
H 2.895 -2.155 -1.889 -0.188 -0.251 0.157 -0.284
H 3.374 -3.264 -3.902 -0.432 -0.541 0.252 -0.599
H 3.898 -4.512 -2.643 -1.015 0.079 0.055 0.489
H 6.274 -3.785 -3.128 -0.109 0.450 0.498 0.377
H 5.503 -2.791 -4.386 0.591 -0.476 -0.547 0.257
H 5.397 -4.661 -4.240 -0.019 0.408 -0.940 0.407
H 4.470 -0.443 1.990 0.181 -0.247 0.055 0.932
H 2.738 -0.389 1.702 -0.159 -0.342 0.072 -1.028
H 2.996 0.341 -0.594 -0.009 -0.123 0.085 -0.108
H 4.757 0.001 -0.465 0.035 0.381 -0.457 0.574
H 5.057 1.826 1.152 0.551 0.263 -0.851 0.574
H 3.467 1.953 1.535 -0.619 -0.928 0.250 -0.698
H 4.399 2.853 -1.073 -0.495 0.579 -0.505 0.452
H 3.462 3.741 0.203 0.340 0.252 -0.267 0.462
H 2.623 2.553 -0.742 0.203 -0.290 -0.145 0.052
C -2.278 1.782 3.706 -1.672 0.843 1.201 -0.738
C -3.513 1.138 4.470 2.293 0.814 -0.422 -0.896
C -3.561 -0.292 3.945 -0.844 0.875 -0.258 -0.059
C -4.449 -1.114 4.859 -0.274 -0.587 0.212 -1.717
P -4.568 -2.894 4.572 0.660 -1.108 -0.557 1.237
C -2.957 -3.805 4.809 -0.597 0.875 1.446 -0.928
C -2.268 -3.606 6.229 -1.768 -0.154 -0.534 -0.761
C -1.465 -2.358 6.342 2.459 0.962 -1.172 -0.017
C -0.152 -2.390 5.489 0.185 -0.362 0.561 -1.003
C -5.001 -3.263 2.799 -0.827 0.245 0.292 -1.767
C -4.034 -2.930 1.629 -0.723 0.366 0.161 0.485
C -4.708 -3.277 0.284 -0.114 0.589 0.256 -1.250
C -4.014 -2.637 -0.948 0.494 -0.941 0.667 -0.507
C -5.795 -3.637 5.749 -0.667 0.342 -0.535 -1.216
C -6.481 -4.959 5.284 0.899 0.362 0.360 -0.701
C -7.325 -5.577 6.393 -0.499 0.171 0.033 -0.462
C -8.073 -6.821 5.944 1.523 -0.152 -0.065 -1.343
H -2.707 1.950 2.718 0.928 -0.466 -0.506 -0.056
H -1.343 1.230 3.803 -0.258 -0.218 -0.528 0.265
H -2.098 2.794 4.068 0.049 0.096 0.250 0.465
H -4.355 1.782 4.216 -0.387 -0.502 -0.171 0.338
H -3.443 1.203 5.556 0.351 -0.183 0.130 0.533
H -2.563 -0.702 3.790 0.125 -0.096 0.487 0.249
H -3.904 -0.135 2.922 -0.499 -0.694 -0.076 0.344
H -5.469 -0.742 4.957 -0.193 0.127 -0.505 0.626
H -4.098 -1.002 5.885 0.282 -0.179 0.180 0.700
H -2.299 -3.513 3.991 -0.032 -0.270 -0.028 0.241
H -3.364 -4.809 4.681 0.538 -0.330 -0.141 0.683
H -1.759 -4.500 6.592 0.355 -0.017 -0.522 0.484
H -3.030 -3.466 6.996 -0.552 -0.283 -0.090 0.278
H -1.175 -2.213 7.383 -0.159 0.200 0.009 0.556
H -1.972 -1.468 5.969 -0.522 -0.083 0.386 -0.270
H 0.574 -3.051 5.962 -0.178 -0.543 -0.169 0.373
H 0.438 -1.476 5.416 -0.579 0.533 0.174 0.270
H -0.329 -2.697 4.458 -0.039 -0.181 -0.004 0.078
H -5.987 -2.820 2.656 -0.002 0.915 -0.118 0.718
H -5.372 -4.282 2.692 0.724 -0.597 0.420 0.642
H -3.116 -3.496 1.787 0.160 0.082 -0.272 0.058
H -3.807 -1.866 1.569 0.240 -0.005 0.404 -0.205
H -5.700 -2.828 0.246 -0.252 -0.080 0.434 0.540
H -4.885 -4.351 0.318 0.282 -0.173 -0.780 0.431
H -4.290 -3.160 -1.863 -0.197 0.269 -0.032 0.418
H -2.929 -2.703 -0.866 0.189 -0.090 0.011 -0.153
H -4.242 -1.572 -1.003 -0.210 -0.107 -0.134 0.208
H -6.585 -2.907 5.923 -0.166 0.344 -0.482 0.633
H -5.396 -3.670 6.763 0.644 -0.481 -0.117 0.647
H -5.704 -5.689 5.059 0.132 -0.140 -0.203 0.321
H -7.013 -4.778 4.350 -0.277 0.012 0.111 0.444
H -8.128 -4.933 6.749 0.440 0.667 0.195 0.346
H -6.629 -5.810 7.200 -0.227 0.054 0.313 0.369
H -8.602 -6.541 5.032 -0.559 -0.541 0.259 0.340
H -8.633 -7.256 6.772 -0.498 0.256 -0.401 0.391
H -7.308 -7.561 5.709 -0.165 -0.315 -0.393 0.323
C -5.562 0.455 -3.925 2.161 3.211 -0.388 0.626
O -4.972 -0.220 -5.078 -0.901 -2.041 0.065 -0.356
O -5.231 1.782 -4.046 -0.883 -1.632 0.563 -0.815
C -7.060 0.193 -3.626 1.449 -0.737 -0.762 0.728
F -7.513 0.963 -2.664 -0.416 1.254 0.605 -0.245
F -7.849 0.266 -4.681 -0.533 0.211 -0.460 -0.288
F -7.189 -1.054 -3.110 -0.137 -1.115 -0.036 -0.290
C -4.873 -1.690 -5.047 0.378 1.903 -0.856 0.203
C -4.060 -2.125 -6.325 -1.562 0.472 1.898 -0.786
H -4.329 -1.504 -7.180 0.036 -0.062 0.100 0.604
H -3.010 -2.024 -6.051 0.106 -0.300 -0.483 -0.311
H -4.454 -3.136 -6.436 0.824 -0.339 -0.630 0.317
H -5.839 -2.191 -4.986 -0.250 0.237 -0.323 0.536
H -4.338 -2.015 -4.155 0.266 0.061 0.305 -0.408
H -5.038 0.029 -3.069 0.127 -0.721 0.824 -0.454
N -0.452 0.158 0.309 3.760 -1.759 0.514 0.482
O -0.079 -0.298 1.419 -0.161 -0.101 0.977 -0.349
O -1.540 0.546 0.106 -4.547 1.588 -0.058 -0.306
O 0.381 0.148 -0.612 1.293 0.083 -1.088 -0.898
```
Positions in Å, forces in eV/Å.